[1]
This record from OMol25 describes a molecular structure, C33H45MoN6O5PS2. The level of theory is the ωB97M-V functional and the def2-TZVPD basis.

Computed properties:
- energy (Eh) = -3193.9240
- M (g/mol) = 796.81
- total charge = +4
- gap between HOMO and LUMO (spin up / spin down) (eV) = 5.23 / 5.23
- lowest unoccupied orbital energy (spin up / spin down) (eV) = -12.5 / -12.5

```
93
C33H45MoN6O5PS2 (the ωB97M-V functional and the def2-TZVPD basis)
Mo 0.21462 0.24819 -0.50267
O 0.04658 -1.67301 -0.46481
C 0.70027 -2.53730 0.30970
C 0.91777 -3.83343 -0.16377
C 1.56052 -4.74805 0.64039
C 1.97070 -4.41869 1.94650
C 1.71293 -3.17215 2.44668
C 1.08112 -2.19527 1.63941
C 0.57611 -1.02451 2.23103
N 0.02694 -0.03820 1.54636
N -0.77834 0.79182 2.23829
C -1.58745 1.38492 1.40791
O -1.39900 1.09606 0.11196
C -2.67079 2.26645 1.78483
C -3.56234 2.75579 0.82457
C -4.59591 3.58550 1.21365
C -4.73841 3.93813 2.55338
C -3.84933 3.46007 3.50825
C -2.81669 2.62162 3.13063
H 0.59001 -4.09778 -1.15958
H 1.74458 -5.74695 0.26589
H 2.45462 -5.16526 2.56086
H 1.96875 -2.92406 3.46913
H 0.49894 -0.94549 3.31257
H -3.44602 2.49043 -0.21852
H -5.29888 3.95914 0.48161
H -5.55024 4.58699 2.85375
H -3.96672 3.73809 4.54614
H -2.12493 2.24060 3.86927
N -2.68675 -1.40963 -5.48408
C -2.76660 -0.98400 -4.03939
C -1.37679 -0.77445 -3.42298
N -1.49987 -0.36376 -2.00840
H -3.62974 -1.52248 -5.87577
H -2.21086 -2.30997 -5.60218
H -2.20238 -0.72380 -6.07226
H -3.32450 -1.76384 -3.52136
H -3.35531 -0.06705 -4.02014
H -0.82637 -0.00422 -3.96419
H -0.79717 -1.69883 -3.45553
H -1.91813 -1.12013 -1.46683
H -2.10839 0.44962 -1.91972
C 6.75106 -0.93595 0.11290
N 5.39556 -0.47032 0.41136
N 4.34371 -0.66650 -0.43541
C 3.22820 -0.22236 0.18298
O 2.07538 -0.27366 -0.46250
C 3.57416 0.24313 1.44472
C 4.95276 0.06428 1.55322
C 5.86026 0.36934 2.68814
C 4.49544 -1.13432 -1.78463
C 4.01894 -2.39572 -2.10817
C 4.20446 -2.86651 -3.39983
C 4.87069 -2.08602 -4.33622
C 5.34569 -0.82662 -3.99312
C 5.15379 -0.33716 -2.70991
H 6.70548 -1.67613 -0.68017
H 7.15787 -1.39648 1.00950
H 7.37771 -0.10131 -0.19547
H 2.93780 0.67454 2.19545
H 5.31681 0.89024 3.47180
H 6.69146 0.99750 2.36688
H 6.27491 -0.54734 3.11172
H 3.55160 -3.00887 -1.34774
H 3.86771 -3.85935 -3.66598
H 5.04198 -2.47002 -5.33257
H 5.87920 -0.23105 -4.72105
H 5.52626 0.64042 -2.42982
C 2.04598 5.45279 -3.70308
C 2.58466 4.52754 -2.64482
C 3.86876 4.98211 -2.00291
O 1.55452 4.47927 -1.53787
P 0.58883 3.41528 -1.02636
S 1.28049 2.29081 0.50023
S 0.31914 1.84771 -2.34204
O -0.75183 4.03079 -0.62308
C -1.42908 5.38445 -0.79154
C -1.90725 5.48547 -2.21579
C -0.51808 6.49637 -0.34241
H 2.74403 5.46446 -4.54069
H 1.95988 6.47106 -3.32552
H 1.07809 5.12164 -4.07938
H 2.65999 3.49982 -3.00723
H 3.75779 5.98206 -1.58575
H 4.64868 5.01799 -2.76368
H 4.18524 4.29867 -1.21565
H -2.25892 5.25858 -0.09896
H -1.06642 5.53836 -2.90947
H -2.48366 6.40398 -2.32936
H -2.55261 4.64818 -2.48023
H 0.25670 6.71482 -1.07481
H -0.06294 6.27828 0.62302
H -1.12771 7.39236 -0.21927
```

***

[2]
This record from OMol25 describes a molecular structure, C52H57AuN7OS at a distorted geometry. The level of theory is the ωB97M-V functional and the def2-TZVPD basis.

Computed properties:
- <S²> = 2.0216
- energy (Eh) = -3008.0711
- M (g/mol) = 1025.11
- 2S+1 = 3
- total charge = -1
- gap between HOMO and LUMO (spin up / spin down) (eV) = 5.90 / 6.71
- lowest unoccupied orbital energy (spin up / spin down) (eV) = 1.7 / 1.8

```
119
C52H57AuN7OS (the ωB97M-V functional and the def2-TZVPD basis)
Au -13.75200 -18.36550 8.04593
C -18.61276 -16.78424 8.64792
C -17.22499 -16.33359 9.02726
C -17.21641 -14.78353 9.13356
C -16.77610 -16.99375 10.28599
C -17.14210 -16.43026 11.49692
C -16.77436 -16.97833 12.70861
C -16.00111 -18.11925 12.73530
C -15.55547 -18.67557 11.54824
C -14.63850 -19.86793 11.73788
C -13.35784 -19.29718 12.39988
C -14.20394 -20.70349 10.53974
C -15.93168 -18.12302 10.32606
N -15.56498 -18.70004 9.08446
C -16.41091 -19.55005 8.51519
C -16.14106 -20.05173 7.19532
N -15.04097 -19.66477 6.57567
C -14.83228 -20.09462 5.25735
C -14.11707 -21.27049 4.98374
C -13.95281 -21.67552 3.66147
C -14.60644 -21.02537 2.63407
C -15.34699 -19.85837 2.92972
C -15.40146 -19.35205 4.20789
C -16.14507 -18.03409 4.44863
C -15.28847 -17.04974 5.19781
C -17.52064 -18.12073 5.04650
C -13.47673 -22.13904 6.00726
C -14.47703 -22.90443 6.91908
C -12.50072 -21.40086 6.90766
C -17.28359 -20.94620 6.82103
C -17.69743 -21.58939 5.66474
C -18.95089 -22.27942 5.67500
C -19.76788 -22.27566 6.77180
C -19.38026 -21.59989 7.94620
C -20.14426 -21.45981 9.14441
C -19.63426 -20.73131 10.19476
C -18.38815 -20.09214 10.15073
C -17.64759 -20.16246 9.00796
C -18.16949 -20.96570 7.94426
H -19.09134 -15.98875 8.09230
H -19.21488 -17.00042 9.52422
H -18.62650 -17.66795 8.03571
H -16.47514 -16.59918 8.24040
H -18.12014 -14.46824 9.63720
H -17.30355 -14.45472 8.07321
H -16.35636 -14.40130 9.67814
H -17.84920 -15.58820 11.44883
H -17.10604 -16.55051 13.63850
H -15.76858 -18.59981 13.69684
H -15.14425 -20.58712 12.44933
H -12.90249 -18.52176 11.80280
H -12.62429 -20.13249 12.44671
H -13.55224 -18.99522 13.40364
H -13.48789 -20.13214 9.92337
H -15.03727 -21.04188 9.92591
H -13.69334 -21.64330 10.80533
H -13.29810 -22.49955 3.43933
H -14.56125 -21.36936 1.62632
H -15.83476 -19.37518 2.13927
H -16.20219 -17.65622 3.39569
H -15.34846 -17.28419 6.24893
H -15.74095 -16.04467 5.16279
H -14.25235 -16.96369 4.83642
H -17.58091 -18.44126 6.11492
H -18.16231 -18.83095 4.48168
H -17.94017 -17.09964 5.02263
H -12.96209 -22.90271 5.40188
H -14.82272 -22.30450 7.74166
H -14.08358 -23.80617 7.37216
H -15.35911 -23.24343 6.37457
H -13.06130 -20.86034 7.63087
H -11.89923 -20.59928 6.38074
H -11.79898 -22.05006 7.45642
H -17.10014 -21.54522 4.76687
H -19.29571 -22.70781 4.77319
H -20.65422 -22.85819 6.73166
H -21.11124 -21.93483 9.26994
H -20.24917 -20.69989 11.09271
H -18.08421 -19.45928 11.03288
N -6.45214 -16.92625 1.54862
C -7.36678 -17.08046 2.22269
C -8.45241 -17.23853 3.18809
C -8.15678 -17.94080 4.36933
C -9.09330 -18.01407 5.33836
C -10.35805 -17.44070 5.17790
C -10.62285 -16.76563 3.97807
C -9.66233 -16.65037 2.95257
C -11.35189 -17.56530 6.18126
C -12.16958 -17.99095 6.96150
H -7.20503 -18.47860 4.50852
H -8.84833 -18.53888 6.22960
H -11.61159 -16.34786 3.72272
H -9.85605 -16.07150 2.06807
O -8.93656 -20.79817 12.11984
S -9.99303 -21.41222 11.18112
N -10.92450 -20.63010 10.37884
C -8.91564 -16.40930 9.85049
C -9.46009 -17.85018 9.79337
N -10.89669 -17.81364 9.86517
C -11.68886 -16.74383 9.87434
N -12.96985 -16.88062 9.55889
C -13.78669 -15.65773 9.74618
C -13.04544 -14.42961 9.28077
C -11.78527 -14.25099 10.16799
N -11.10810 -15.54748 10.33345
C -9.74516 -15.55925 10.82675
H -9.00110 -15.90472 8.88919
H -7.86337 -16.41631 10.12288
H -9.07328 -18.42374 10.63624
H -9.16227 -18.34815 8.87843
H -11.36202 -18.83280 9.89951
H -14.05778 -15.53878 10.84436
H -14.72176 -15.79331 9.16097
H -13.58477 -13.46750 9.39048
H -12.77716 -14.55031 8.21837
H -12.07656 -13.83920 11.17155
H -11.07797 -13.55685 9.66130
H -9.74264 -15.89823 11.87967
H -9.44311 -14.52319 10.84525
```

***

[3]
This record from OMol25 describes a single C7H9N3P2 molecule at a distorted geometry. The level of theory is the ωB97M-V functional and the def2-TZVPD basis.

Computed properties:
- <S²> = 2.0123
- energy (Eh) = -1118.9509
- M (g/mol) = 197.12
- 2S+1 = 3
- gap between HOMO and LUMO (spin up / spin down) (eV) = 6.80 / 6.83
- lowest unoccupied orbital energy (spin up / spin down) (eV) = 0.0 / -2.3

```
21
C7H9N3P2 (the ωB97M-V functional and the def2-TZVPD basis)
C -2.88091 -1.16516 -0.05916
C -2.31395 -1.27429 1.16702
C -2.19522 -0.60638 -1.13708
C -1.02123 -0.57340 1.42007
C -1.04664 0.16809 -0.83795
C -0.45536 0.19312 0.45996
C 0.90551 0.83433 0.69824
N 3.74313 -1.27334 -0.71265
N 0.80785 2.22918 0.19448
N 1.92458 0.18550 0.01896
P 0.98442 2.62267 -1.26946
P 3.19038 -0.74559 0.68525
H -3.79515 -1.70542 -0.32393
H -2.61715 -1.85582 1.95805
H -2.66848 -0.45144 -2.10398
H -0.47302 -0.55092 2.34887
H -0.52046 0.72534 -1.59521
H 1.22302 0.92429 1.74052
H 4.28937 -2.09737 -0.54478
H 2.11637 0.30910 -0.94127
H 0.80294 4.10750 -1.16596
```

***

energy of number 3 (C7H9N3P2)? -1118.9509 Eh

***

The lowest M belongs to which entry? C7H9N3P2

***

Number 1 is which compound? C33H45MoN6O5PS2